Below is a structure of composition C27H52N4O7PS2Si2TeV at a distorted geometry, with properties calculated with ωB97M-V with the def2-TZVPD basis set.

Structure (XYZ):
```
97
Properties=species:S:1:pos:R:3:forces:R:3:lowdin_charge:R:1
V -1.3718 -0.2657 0.1585 -0.696 0.123 0.333 0.32
O -0.1013 1.6118 5.9877 0.020 0.040 -0.037 0.11
C 0.7402 2.3947 5.2784 -0.049 -0.100 -0.049 -0.48
O 1.0881 3.4593 5.7060 0.095 -0.099 0.028 0.12
C 1.2547 1.7807 4.0165 -0.046 0.087 0.163 -0.08
C 2.5235 1.3046 3.8081 0.103 0.103 -0.052 -0.02
N 2.5534 0.8651 2.5313 0.114 -0.028 0.025 0.00
N 1.3826 1.0064 1.9072 0.025 0.105 -0.074 0.04
C 0.5749 1.5544 2.7979 0.016 -0.095 0.041 -0.16
C -0.8864 1.8046 2.5374 -0.010 -0.569 -0.509 -0.60
O -1.4833 2.4934 3.3542 -0.095 0.302 0.264 0.06
O -1.3637 1.2320 1.5086 0.205 0.994 0.532 -0.23
H -0.3566 0.8547 5.4425 -0.077 0.061 -0.047 0.09
H 3.3844 1.2592 4.4537 0.000 -0.002 -0.005 0.13
H 3.3102 0.4163 2.0431 -0.021 0.002 0.004 0.14
C -1.3173 -5.3055 2.4539 -0.011 0.012 0.022 -0.07
C -2.6194 -4.5701 2.1841 -0.003 -0.024 -0.003 -0.45
C -2.8321 -4.2942 0.7039 0.031 0.030 0.095 -0.09
O -2.6848 -3.4009 3.0366 -0.111 0.075 -0.123 -0.32
P -2.2847 -1.8861 2.6299 0.520 -0.203 0.312 -0.07
S -3.6002 -0.9652 1.5132 -0.175 0.010 -0.297 0.37
S -0.4289 -1.8538 1.8861 0.024 -0.230 0.290 0.37
O -2.3807 -1.2116 4.0838 0.044 -0.032 -0.023 -0.30
C -1.8754 -1.6499 5.3558 -0.059 -0.010 0.064 -0.45
C -0.4646 -2.2153 5.3242 -0.019 0.011 -0.119 -0.07
C -2.8603 -2.6060 6.0091 -0.011 -0.003 -0.020 -0.05
H -1.3225 -6.2681 1.9369 0.002 0.012 -0.001 0.08
H -1.1989 -5.4877 3.5239 0.003 0.002 -0.009 0.07
H -0.4730 -4.7146 2.1008 0.013 0.010 -0.006 0.05
H -3.4505 -5.1834 2.5429 -0.009 0.011 0.025 0.13
H -2.0345 -3.6720 0.2948 -0.003 0.023 -0.030 0.04
H -3.7795 -3.7875 0.5301 -0.005 0.004 -0.012 0.06
H -2.8386 -5.2526 0.1780 0.003 0.007 0.001 0.08
H -1.8722 -0.7244 5.9405 0.013 -0.014 0.003 0.13
H -0.4305 -3.1546 4.7721 -0.028 -0.030 -0.025 0.06
H -0.1397 -2.4046 6.3509 0.001 0.054 -0.045 0.08
H 0.2325 -1.5326 4.8361 -0.001 0.013 0.049 0.06
H -2.8567 -3.5664 5.4957 -0.011 -0.003 0.007 0.07
H -3.8665 -2.1900 5.9626 -0.002 -0.007 0.008 0.09
H -2.5903 -2.7571 7.0568 0.009 0.002 -0.010 0.08
C 5.3185 0.2071 -2.5698 0.045 -0.005 0.010 -0.20
Si 3.9346 -0.7524 -3.3940 -0.040 0.046 -0.027 0.37
C 4.3099 -0.8712 -5.2325 0.018 -0.018 -0.029 -0.19
C 3.8521 -2.4768 -2.6797 0.009 -0.044 0.019 -0.19
C 2.3029 0.1276 -3.1587 -0.049 -0.005 0.020 -0.58
Te 1.7824 0.4295 -1.0797 -0.071 -0.024 0.039 1.27
C 2.7403 2.3600 -0.9892 -0.007 -0.035 0.035 -0.57
Si 1.6200 3.7995 -1.4262 -0.004 -0.011 -0.004 0.39
C 2.6499 5.3707 -1.3619 0.033 0.037 -0.003 -0.19
C 0.2097 3.9278 -0.2217 -0.025 0.014 0.026 -0.16
C 0.9495 3.6143 -3.1686 0.005 -0.050 -0.039 -0.19
H 6.2502 -0.3641 -2.5982 -0.004 0.012 -0.012 0.03
H 5.0786 0.4061 -1.5231 0.016 0.002 0.003 0.01
H 5.4974 1.1619 -3.0710 -0.011 0.004 0.025 0.03
H 5.2508 -1.3970 -5.4161 -0.013 0.010 0.000 0.02
H 4.3880 0.1230 -5.6799 -0.002 -0.011 -0.005 0.02
H 3.5167 -1.4121 -5.7547 0.011 0.006 -0.002 0.03
H 4.8257 -2.9698 -2.7460 -0.007 0.005 0.000 0.03
H 3.1259 -3.0899 -3.2180 0.006 0.000 0.014 0.02
H 3.5539 -2.4517 -1.6293 0.002 -0.010 -0.005 0.02
H 1.4846 -0.4491 -3.5994 0.003 0.001 0.027 0.00
H 2.2904 1.1098 -3.6326 0.001 0.047 -0.026 -0.01
H 3.6208 2.3057 -1.6332 -0.015 -0.006 0.010 -0.01
H 3.0958 2.4740 0.0378 -0.011 -0.012 0.005 0.00
H 3.0400 5.5314 -0.3538 0.007 0.009 -0.013 0.03
H 2.0501 6.2449 -1.6290 0.007 -0.006 0.006 0.03
H 3.4989 5.3225 -2.0487 -0.005 0.007 0.005 0.02
H 0.5459 4.2845 0.7550 -0.002 -0.030 0.010 0.04
H -0.2713 2.9596 -0.0701 -0.058 -0.041 0.020 0.01
H -0.5477 4.6269 -0.5888 0.000 -0.014 0.015 0.04
H 1.7458 3.5950 -3.9171 0.004 -0.007 0.002 0.03
H 0.2912 4.4570 -3.3988 0.000 -0.012 -0.004 0.03
H 0.3597 2.6995 -3.2611 0.052 0.023 -0.015 0.00
N -3.9648 4.3635 -3.3482 -0.031 0.016 -0.042 0.10
C -3.4008 3.3496 -2.5929 0.030 -0.024 -0.002 -0.33
C -2.4992 2.4464 -3.1553 -0.029 -0.004 -0.012 -0.02
C -1.9864 1.4358 -2.3685 -0.019 0.024 0.028 -0.13
N -2.3027 1.2697 -1.0829 -0.046 0.011 -0.111 -0.01
C -3.1724 2.1326 -0.5436 0.021 0.024 -0.001 -0.11
C -3.7422 3.1691 -1.2540 0.003 -0.002 0.019 -0.01
H -3.4564 4.6345 -4.1736 0.000 0.004 0.024 0.09
H -4.3381 5.1423 -2.8316 0.016 -0.001 -0.001 0.09
H -2.1942 2.5380 -4.1906 0.005 -0.007 0.006 0.11
H -1.2694 0.7283 -2.7670 -0.028 -0.007 -0.012 0.09
H -3.3824 1.9864 0.5083 0.001 -0.016 0.003 0.10
H -4.4355 3.8404 -0.7628 0.000 -0.006 0.004 0.11
C -2.4929 -2.7535 -2.8394 -0.007 0.017 -0.028 -0.06
C -1.1784 -2.0407 -2.5205 -0.180 -0.006 0.280 -0.61
C 0.0039 -2.9946 -2.6884 -0.001 -0.013 0.009 -0.06
O -1.2029 -1.5447 -1.2385 0.530 -0.547 -0.987 -0.42
H -2.4912 -3.1841 -3.8459 -0.016 0.006 0.004 0.07
H -3.3256 -2.0533 -2.7515 0.003 0.003 -0.005 0.07
H -2.6498 -3.5500 -2.1090 -0.004 -0.029 -0.020 0.06
H -1.0611 -1.2385 -3.2811 0.058 0.048 -0.021 0.11
H -0.1203 -3.8415 -2.0088 0.007 -0.012 -0.006 0.08
H 0.9330 -2.4899 -2.4154 -0.014 0.003 -0.005 0.03
H 0.0891 -3.3667 -3.7148 0.012 -0.009 -0.002 0.08
```
Positions in Å, forces in eV/Å.

- Calculated total energy: -4734.8256 hartree
- Total charge: -1
- Orbital gap (alpha / beta): 5.15 / 7.18 eV
- 2S+1: 4